# 1
{
  "formula": "C20H11Cl7N4S2Se4W",
  "method": "ωB97M-V/def2-TZVPD",
  "homo_energy_ha": [-0.0293, -0.0339],
  "lumo_energy_ev": [4.192, 3.219],
  "total_charge": -2,
  "multiplicity": 3,
  "molar_mass_g_mol": 1119.32,
  "s_squared": 2.087,
  "symbols": ["W", "C", "S", "C", "S", "N", "N", "C", "C", "C", "C", "C", "C", "N", "H", "H", "H", "H", "H", "H", "H", "H", "Cl", "C", "C", "C", "Cl", "C", "Cl", "C", "Cl", "C", "Cl", "Se", "Se", "Se", "Se", "Cl", "C", "C", "C", "C", "C", "Cl", "C", "N", "H", "H", "H"],
  "coordinates": [[0.53218, 0.21694, -0.17751], [-4.38997, 0.39217, 2.77237], [-3.02307, -0.63660, 3.35523], [-1.95492, -0.51468, 1.91966], [-1.42852, 1.02756, 1.41012], [-1.63368, -1.62695, 1.37822], [-0.81979, -1.43003, 0.24632], [-1.19353, -2.22672, -0.74474], [-0.59574, -2.10928, -1.98784], [-0.92619, -2.92938, -3.09637], [-0.16326, -2.88127, -4.22284], [0.96228, -2.02829, -4.25474], [1.19464, -1.21256, -3.16768], [0.42170, -1.19424, -2.07694], [-5.06458, 0.53325, 3.61463], [-4.91988, -0.09333, 1.95453], [-4.01981, 1.35958, 2.44055], [-1.99706, -2.93173, -0.55778], [-1.77175, -3.59913, -3.00920], [-0.40136, -3.50873, -5.07420], [1.62625, -1.98255, -5.10453], [2.04479, -0.55011, -3.16980], [-1.58030, 0.78719, -1.57354], [1.28202, 1.26838, -1.91314], [2.38983, 0.96620, -1.26144], [3.64280, 1.26668, -1.71441], [5.10348, 0.92744, -0.83206], [3.71548, 1.91000, -2.95358], [5.25788, 2.32464, -3.63718], [2.54217, 2.21789, -3.65922], [2.67224, 2.99525, -5.20475], [1.28000, 1.90745, -3.14007], [-0.12838, 2.33048, -4.05230], [1.11897, -0.07994, 2.76080], [2.48509, 1.60014, 1.92954], [1.24088, 3.56077, 1.89776], [0.07399, 3.00387, -0.08038], [1.38966, -3.92874, -1.03011], [2.90468, -3.20008, -0.60622], [4.03689, -3.91831, -0.92695], [5.27767, -3.53227, -0.41976], [5.31007, -2.49537, 0.50346], [4.16075, -1.78585, 0.82707], [4.32008, -0.69342, 2.16280], [2.92671, -1.95304, 0.12138], [1.95585, -1.10430, 0.09023], [3.92646, -4.80183, -1.53996], [6.17971, -4.06272, -0.68962], [6.22604, -2.23124, 1.01083]]
}

# 2
{
  "formula": "C20H11MnN5O4S2",
  "method": "ωB97M-V/def2-TZVPD",
  "homo_energy_ha": [-0.2966, -0.2966],
  "lumo_energy_ev": [-3.765, -3.769],
  "total_charge": 0,
  "multiplicity": 2,
  "molar_mass_g_mol": 504.41,
  "s_squared": 1.030,
  "symbols": ["Mn", "N", "C", "C", "C", "C", "C", "C", "C", "C", "N", "C", "H", "H", "H", "H", "H", "H", "H", "H", "S", "C", "C", "N", "C", "S", "C", "N", "O", "C", "O", "C", "C", "C", "N", "C", "C", "C", "O", "O", "H", "H", "H"],
  "coordinates": [[0.12610, 0.60425, 1.14629], [-0.45179, -1.41580, 1.77186], [-1.41261, -2.08760, 0.92816], [-1.90279, -3.33387, 1.17150], [-2.83971, -3.90801, 0.28224], [-3.24935, -3.21836, -0.82304], [-2.74662, -1.92058, -1.08390], [-3.11271, -1.14775, -2.20927], [-2.57148, 0.09032, -2.37177], [-1.66522, 0.57617, -1.40963], [-1.29633, -0.11091, -0.35081], [-1.82830, -1.35673, -0.18714], [-0.84293, -1.27710, 2.69858], [0.37726, -1.98900, 1.88958], [-1.57231, -3.88655, 2.04390], [-3.22603, -4.89746, 0.48505], [-3.95963, -3.65255, -1.51599], [-3.81690, -1.55078, -2.92650], [-2.81674, 0.71660, -3.21790], [-1.25453, 1.56177, -1.53997], [2.17144, -0.01656, 1.82043], [2.14532, 0.02095, 3.50485], [3.29182, -0.50209, 4.20293], [4.20302, -0.94101, 4.74850], [1.06601, 0.54450, 4.18441], [-0.27504, 1.13742, 3.36897], [1.07134, 0.61999, 5.62671], [1.05483, 0.68069, 6.77393], [2.58115, 3.74206, -4.46960], [2.99140, 2.61781, -4.13013], [3.82306, 1.83274, -4.62315], [2.35056, 2.09717, -2.82359], [2.65974, 0.83079, -2.33743], [2.06826, 0.37359, -1.18139], [1.18107, 1.12063, -0.50597], [0.87396, 2.34759, -0.96646], [1.43305, 2.86549, -2.10750], [-0.18581, 3.02119, -0.16833], [-0.72850, 4.04272, -0.47333], [-0.52691, 2.30050, 0.91615], [3.36618, 0.22723, -2.89288], [2.28765, -0.60940, -0.78297], [1.15907, 3.84991, -2.46539]]
}

# 3
{
  "formula": "C20H12BN2O2PdS2",
  "method": "ωB97M-V/def2-TZVPD",
  "homo_energy_ha": [-0.3948, -0.4197],
  "lumo_energy_ev": [-3.972, -7.350],
  "total_charge": 1,
  "multiplicity": 5,
  "molar_mass_g_mol": 493.69,
  "s_squared": 6.027,
  "symbols": ["Pd", "C", "C", "C", "C", "C", "C", "H", "H", "H", "H", "H", "H", "S", "C", "C", "C", "C", "N", "C", "C", "C", "S", "C", "N", "H", "H", "O", "B", "O", "C", "C", "C", "C", "C", "C", "H", "H", "H", "H"],
  "coordinates": [[-1.32272, 0.90209, 1.00441], [-2.86411, 2.23346, 2.38819], [-3.68975, 1.71985, 1.37836], [-4.02008, 0.35983, 1.36755], [-3.55410, -0.48655, 2.37236], [-2.70620, 0.01220, 3.35661], [-2.35229, 1.36449, 3.36211], [-2.64471, 3.29171, 2.42965], [-4.09463, 2.38099, 0.62365], [-4.65912, -0.02795, 0.58587], [-3.81865, -1.53430, 2.36370], [-2.31796, -0.64563, 4.12208], [-1.70954, 1.75100, 4.14200], [0.90388, 1.62848, 1.42710], [1.48219, 2.08506, -0.13335], [2.81682, 2.44097, -0.25216], [3.35774, 2.78413, -1.50019], [4.74765, 3.12258, -1.59100], [5.86478, 3.38059, -1.64580], [2.54172, 2.79724, -2.62666], [1.18323, 2.46762, -2.50700], [0.65009, 2.09932, -1.28159], [-1.02003, 1.66465, -1.22398], [3.06598, 3.14963, -3.91329], [3.48380, 3.42164, -4.94723], [3.45654, 2.44728, 0.62026], [0.55380, 2.49505, -3.38647], [0.57616, -1.18981, -0.31381], [-0.59413, -1.06363, 0.42309], [-1.17679, -2.29043, 0.66689], [-0.33746, -3.21768, 0.06327], [-0.46444, -4.58547, 0.01307], [0.53665, -5.27208, -0.67047], [1.60183, -4.60417, -1.26644], [1.71600, -3.21713, -1.20694], [0.72031, -2.55446, -0.52911], [-1.29513, -5.09695, 0.47830], [0.48277, -6.34979, -0.73859], [2.35911, -5.17309, -1.78781], [2.54080, -2.69075, -1.66665]]
}

# 4
{
  "formula": "C20H12Cl5N4O3STi",
  "method": "ωB97M-V/def2-TZVPD",
  "homo_energy_ha": [-0.1191, -0.1406],
  "lumo_energy_ev": [2.385, 2.381],
  "total_charge": -1,
  "multiplicity": 1,
  "molar_mass_g_mol": 613.54,
  "symbols": ["Ti", "N", "C", "S", "N", "N", "C", "C", "C", "C", "C", "C", "N", "H", "H", "H", "H", "H", "H", "H", "Cl", "C", "C", "C", "Cl", "C", "Cl", "C", "Cl", "C", "Cl", "O", "C", "C", "C", "C", "C", "C", "C", "O", "O", "H", "H", "H", "H", "H"],
  "coordinates": [[-0.17822, -0.08889, -0.17574], [-0.91394, 3.83129, -1.55827], [-0.91207, 2.46637, -1.40221], [-1.85379, 1.81487, -0.08634], [-0.31370, 1.73326, -2.29702], [-0.36945, 0.40419, -1.97359], [-0.84571, -0.52372, -2.82163], [-1.31081, -1.67743, -2.19494], [-1.80818, -2.82196, -2.86546], [-2.33699, -3.85596, -2.15128], [-2.36763, -3.77391, -0.73741], [-1.86868, -2.65589, -0.13080], [-1.34822, -1.60073, -0.80134], [-1.11164, 4.34120, -0.71545], [-0.15610, 4.19574, -2.11592], [-0.98179, -0.31505, -3.87529], [-1.75724, -2.85176, -3.94583], [-2.73557, -4.72639, -2.65652], [-2.77434, -4.57751, -0.13993], [-1.88404, -2.58172, 0.95019], [-0.24740, -0.91781, 2.38745], [0.82090, -2.02018, 1.55793], [1.06725, -1.68391, 0.23098], [1.75122, -2.64882, -0.51260], [1.97418, -2.33223, -2.19454], [2.21188, -3.83500, 0.04409], [3.02444, -5.00409, -0.92534], [2.00649, -4.08451, 1.40259], [2.63405, -5.51463, 2.12726], [1.28526, -3.17279, 2.16843], [0.98010, -3.48557, 3.83681], [3.13799, 0.95438, -1.38231], [2.98714, 2.28797, -1.31221], [3.62674, 3.03258, -2.30195], [3.58220, 4.41120, -2.28741], [2.92436, 5.08112, -1.26369], [2.30161, 4.34904, -0.27008], [2.29546, 2.95696, -0.28226], [1.51359, 2.27733, 0.82354], [1.37154, 2.84249, 1.88585], [1.00684, 1.07731, 0.59824], [2.61487, 0.54817, -0.68041], [4.15314, 2.49600, -3.08020], [4.06918, 4.97280, -3.07511], [2.89831, 6.16334, -1.24614], [1.78852, 4.83916, 0.54747]]
}

# 5
{
  "formula": "C20H12ClIN3PbS2",
  "method": "ωB97M-V/def2-TZVPD",
  "homo_energy_ha": -0.1576,
  "lumo_energy_ev": 2.266,
  "total_charge": -1,
  "multiplicity": 1,
  "molar_mass_g_mol": 728.03,
  "symbols": ["Pb", "S", "C", "C", "C", "C", "N", "C", "C", "C", "S", "C", "N", "H", "H", "Cl", "C", "C", "C", "C", "C", "C", "C", "H", "H", "H", "H", "H", "H", "I", "C", "C", "C", "C", "N", "C", "H", "H", "H", "H"],
  "coordinates": [[-0.21675, 0.29356, -1.12535], [-0.56900, -0.24772, 1.43172], [-1.59379, 1.06154, 1.97662], [-2.18362, 0.91885, 3.23610], [-3.01874, 1.88383, 3.77922], [-3.59758, 1.67526, 5.07594], [-4.06308, 1.50386, 6.11388], [-3.28400, 3.04563, 3.04323], [-2.68685, 3.21013, 1.80239], [-1.83875, 2.25006, 1.24314], [-1.13596, 2.63241, -0.31292], [-4.18611, 4.04923, 3.53076], [-4.92002, 4.84585, 3.91904], [-1.98973, 0.01633, 3.80019], [-2.89002, 4.11061, 1.23799], [1.52309, 2.64821, -3.20562], [2.66432, 1.32248, -3.16262], [3.35349, 1.01415, -4.32178], [4.24218, -0.05004, -4.33237], [4.41573, -0.78990, -3.16850], [3.72511, -0.45857, -2.01685], [2.82594, 0.62073, -1.95859], [2.05113, 0.92841, -0.76002], [3.18243, 1.60644, -5.21130], [4.78376, -0.29773, -5.23590], [5.10133, -1.62885, -3.15818], [3.87870, -1.03642, -1.11256], [1.96023, 1.99117, -0.54448], [2.39401, 0.38462, 0.11907], [-5.46991, -1.06466, 3.05449], [-4.96692, -0.03134, 1.31739], [-5.50674, 1.21492, 1.05416], [-5.12771, 1.85043, -0.11800], [-4.23118, 1.21544, -0.96250], [-3.70635, 0.01832, -0.70691], [-4.06464, -0.58733, 0.42003], [-6.18965, 1.68514, 1.74985], [-5.50497, 2.83504, -0.36031], [-3.90328, 1.69455, -1.87732], [-3.59810, -1.54359, 0.62771]]
}